1.
C60H40Cl4MgN9O2S as an isolated structure at a distorted geometry, computed with the ωB97M-V functional and the def2-TZVPD basis.

The geometry in XYZ format:
```
117
Properties=species:S:1:pos:R:3:forces:R:3
Mg -0.5612 0.8782 -0.6172 0.415 -0.671 0.136
Cl -0.9945 -8.0488 -3.7040 0.216 -0.536 -0.074
C -1.0650 -6.4461 -3.0886 0.773 1.186 0.002
C -0.1797 -5.4727 -3.5449 0.305 0.176 -0.849
C -0.3249 -4.1242 -3.1604 -0.421 -0.647 0.823
C -1.3394 -3.6947 -2.2528 -0.861 -2.708 -0.550
C -2.2554 -4.7609 -1.8470 0.828 0.388 -0.313
C -2.0475 -6.1150 -2.1820 0.020 1.093 -0.285
C -1.4219 -2.2957 -1.7956 -0.503 1.179 0.510
C -1.1941 -1.2780 -2.7627 0.503 1.317 -1.230
C -1.2545 -1.4672 -4.2212 0.299 0.212 0.768
C -0.8152 -0.3063 -4.7936 0.018 -0.634 -0.740
C -0.6296 0.6870 -3.7606 -0.166 -1.536 1.102
C -0.3108 2.0517 -3.9138 -0.627 -0.916 -0.236
C -0.2681 2.5500 -5.3448 -0.238 0.658 0.505
C -1.2378 2.2062 -6.3156 -0.065 -0.317 0.692
C -1.1382 2.6326 -7.6234 0.227 0.799 -1.131
C -0.2008 3.6095 -7.9899 0.584 -0.521 2.356
Cl -0.1692 4.2432 -9.5864 0.075 0.106 -0.269
C 0.7212 4.0661 -6.9903 -1.232 -0.387 -1.763
C 0.6932 3.5023 -5.7191 0.526 -0.099 -0.704
C -0.1668 2.9315 -2.8218 0.067 1.619 0.629
N -0.2896 2.7024 -1.4462 0.548 1.105 -1.321
C -0.0322 3.9054 -0.8162 -0.369 -0.111 -0.437
C -0.1049 4.1474 0.5708 -0.184 0.471 0.100
C 0.1979 5.5240 1.1326 0.586 0.642 0.084
C -0.4313 6.7126 0.6763 -0.029 -1.646 0.039
C -0.1335 7.9462 1.1937 -0.120 1.079 0.946
C 0.7956 8.0916 2.2276 -0.226 -1.832 -1.320
Cl 1.0397 9.5387 3.0610 0.188 1.178 0.277
C 1.5239 6.9684 2.5906 0.208 0.353 0.573
C 1.1891 5.7080 2.1299 -0.538 -0.124 -1.207
C -0.6091 3.2127 1.4580 -0.543 -1.093 1.236
C -0.8348 3.4595 2.8967 -0.789 -0.316 -0.447
C -1.5418 2.3798 3.3474 0.311 0.588 0.369
C -1.6558 1.4305 2.2654 0.800 0.530 0.012
N -1.0843 1.9508 1.1263 -0.095 0.313 0.834
C -2.0999 0.1201 2.4915 0.193 -0.323 -1.214
C -2.0531 -0.8786 1.4655 -0.387 -0.164 0.483
C -2.5032 -2.2321 1.7006 0.599 -0.760 -0.965
C -2.2881 -2.9175 0.5345 0.411 0.418 0.807
C -1.7415 -1.9855 -0.4385 -0.062 -0.608 0.177
N -1.6226 -0.7751 0.1669 0.036 1.019 0.171
C -2.5289 -0.2878 3.8779 0.569 -0.394 -0.190
C -3.5115 0.3952 4.6194 0.428 -1.482 -0.159
C -3.9556 -0.1485 5.8237 0.511 -0.063 0.675
C -3.2692 -1.2377 6.4179 -0.155 0.718 -1.602
Cl -3.7122 -1.8307 7.9716 -0.225 -0.051 0.325
C -2.2398 -1.8678 5.7168 -0.105 0.142 -0.091
C -1.8896 -1.4186 4.4417 -0.991 1.001 0.623
C 0.1939 4.9532 -1.7709 0.865 -1.032 -1.183
C 0.1206 4.3484 -3.0166 -0.613 -0.090 2.466
N -0.8443 0.0405 -2.5495 -0.278 -0.001 0.331
H 0.6120 -5.7840 -4.2775 -0.829 0.531 0.852
H 0.3850 -3.4125 -3.5496 0.118 0.132 0.118
H -3.1730 -4.5334 -1.3048 0.446 0.096 0.008
H -2.6186 -6.9602 -1.8423 -0.736 0.280 0.317
H -1.6527 -2.3661 -4.6830 0.483 0.209 -0.127
H -0.5198 -0.2111 -5.8411 -0.539 0.168 0.388
H -2.1364 1.6165 -6.0845 0.777 0.035 0.213
H -1.8076 2.2380 -8.3976 0.085 0.291 0.458
H 1.4014 4.8507 -7.3265 0.085 -0.301 0.517
H 1.4857 3.7990 -5.0357 -0.266 -0.210 -0.046
H -1.2357 6.6174 -0.0427 0.128 0.078 -0.131
H -0.6872 8.8242 0.8832 -0.051 -0.067 -0.100
H 2.3742 7.1421 3.2447 -0.233 -0.382 0.224
H 1.7103 4.8435 2.5000 0.276 -0.164 0.021
H -0.5758 4.3783 3.4352 -0.201 -0.598 -0.276
H -1.9757 2.1881 4.3327 0.587 0.377 -0.406
H -2.7538 -2.6770 2.6540 -0.364 0.134 -0.343
H -2.3732 -3.9739 0.4125 -0.101 -0.241 0.032
H -3.9299 1.2930 4.2049 -0.446 0.091 -0.052
H -4.8076 0.3082 6.3283 0.333 -0.121 0.059
H -1.7344 -2.7231 6.1616 -0.061 0.198 -0.097
H -1.1317 -1.9124 3.8700 0.424 -0.213 -0.052
H 0.5542 5.9525 -1.5286 -0.457 -0.303 -0.233
H 0.1097 4.8665 -3.9204 0.187 0.586 -1.156
N -1.4166 -6.7298 3.9522 0.106 -0.653 1.983
C -0.3834 -5.9896 3.3772 -0.058 0.759 -0.489
C -0.1776 -6.0815 1.9949 0.175 0.379 0.414
C 0.6922 -5.2074 1.3430 -0.734 -0.568 -0.371
C 1.3600 -4.2609 2.0743 0.046 0.171 1.510
C 1.2242 -4.2176 3.4804 0.146 0.524 -0.069
C 0.3117 -5.0211 4.1357 -0.008 -1.044 -1.433
S 2.3075 -3.0708 1.2007 -0.247 1.104 -1.319
O 3.6944 -3.1703 1.6177 -0.616 -0.114 -0.259
O 1.9213 -3.3605 -0.1934 0.961 0.145 1.199
N 1.7248 -1.5703 1.4196 0.114 -1.388 -0.202
C 1.9249 -0.7805 2.4750 0.265 1.001 0.343
N 2.1823 -1.2677 3.7021 -0.424 -0.546 0.481
C 2.2556 -0.4237 4.7060 0.215 0.690 -0.469
C 2.2603 0.9678 4.5239 0.478 -0.118 1.778
C 2.0452 1.4169 3.2528 -0.384 -1.529 -1.292
N 1.8161 0.5616 2.2325 0.281 0.573 1.009
H -1.5671 -7.6164 3.4996 -0.087 -0.087 -0.133
H -1.2984 -6.9015 4.9832 -0.145 0.369 -1.576
H -0.7918 -6.7593 1.4239 0.008 -0.255 -0.139
H 0.8059 -5.2208 0.2534 -0.099 -0.023 0.517
H 1.8056 -3.4826 4.0396 -0.213 -0.150 -0.274
H 0.1081 -4.9966 5.1853 0.185 0.295 0.561
H 2.3191 -0.8717 5.6908 0.225 0.082 0.139
H 2.5017 1.6325 5.3740 -0.422 -0.371 -0.638
H 2.0288 2.4630 3.0042 -0.041 0.316 -0.087
N 1.6455 0.3557 -0.4471 0.341 -0.267 0.206
C 2.5998 0.2635 -1.4937 -0.451 0.053 -0.748
C 3.0257 -0.9959 -1.9255 0.197 0.471 -0.275
C 4.0973 -1.0767 -2.7905 0.227 0.472 -0.429
C 4.7349 0.0498 -3.3377 -0.143 -0.818 0.590
C 4.1587 1.2682 -3.0616 -0.313 1.396 -0.101
C 3.0803 1.3893 -2.1701 0.269 0.090 0.676
H 1.6827 -0.5634 0.1303 -0.292 1.117 -0.727
H 2.0018 1.0347 0.2409 -0.490 -0.294 -0.293
H 2.5337 -1.8800 -1.5628 0.073 -0.216 0.240
H 4.4592 -2.0305 -3.0964 0.216 -0.741 0.021
H 5.6935 -0.0931 -3.8487 -0.613 0.319 -0.194
H 4.5045 2.1948 -3.5475 0.076 -0.501 0.324
H 2.6845 2.3737 -1.8616 0.242 -0.480 -0.432
```
Positions in Å, forces in eV/Å.

## Properties
Charge: -1
Energy relative to the best compared isomer or geometry (same formula, charge and spin) (kcal/mol): 0.00

---

2.
C60H46N7O5SW as an isolated structure at a distorted geometry, computed with the ωB97M-V functional and the def2-TZVPD basis.

The geometry in XYZ format:
```
120
Properties=species:S:1:pos:R:3:forces:R:3
W -0.6751 0.5030 0.8855 -1.769 2.558 -1.802
C 3.4563 4.9249 5.8717 0.013 0.002 -0.050
C 2.9191 3.6734 6.1372 0.025 0.018 0.091
C 2.1386 3.0296 5.1900 0.004 0.006 -0.188
C 1.9055 3.6321 3.9526 0.079 0.030 0.177
C 2.4591 4.8838 3.6867 -0.098 -0.008 -0.017
C 3.2236 5.5296 4.6448 0.012 0.035 -0.002
C 1.0511 2.9634 2.9382 -0.115 -0.075 0.101
C -0.2828 2.7279 3.2468 0.175 0.258 -0.295
C -0.9064 3.2030 4.4377 -0.079 -0.011 -0.003
C -2.1766 2.7434 4.4283 0.113 0.061 0.052
C -2.3411 1.9941 3.2270 -0.163 0.005 -0.229
C -3.5012 1.2965 2.9205 -0.014 0.019 0.057
C -4.4701 1.0587 4.0191 -0.067 -0.120 0.127
C -4.0155 0.3684 5.1465 -0.072 -0.009 -0.156
C -4.8843 0.0747 6.1847 0.019 -0.016 0.008
C -6.2129 0.4683 6.1113 0.029 0.007 0.037
C -6.6684 1.1602 4.9988 -0.079 0.027 0.005
C -5.8047 1.4550 3.9557 0.133 0.096 -0.013
C -3.7487 0.7655 1.6633 0.009 0.136 0.104
N -2.8874 0.8673 0.5852 1.145 -0.405 0.875
C -3.5632 0.2986 -0.4736 0.114 -0.072 -0.076
C -3.1007 0.2596 -1.7828 0.110 0.073 -0.005
C -3.9787 -0.2896 -2.8460 -0.095 -0.094 -0.143
C -3.5131 -1.3116 -3.6760 -0.004 0.054 0.004
C -4.3122 -1.8236 -4.6844 -0.041 -0.007 -0.042
C -5.5916 -1.3227 -4.8803 0.065 -0.007 0.002
C -6.0646 -0.3093 -4.0602 -0.095 -0.022 -0.030
C -5.2664 0.2052 -3.0514 0.094 0.103 -0.027
C -1.8672 0.7806 -2.1642 -0.247 -0.037 0.170
C -1.5139 1.0488 -3.5189 0.056 -0.005 -0.036
C -0.2767 1.5978 -3.5052 -0.032 -0.030 -0.009
C 0.1464 1.6513 -2.1459 -0.106 0.256 0.088
N -0.8543 1.1872 -1.3172 0.447 -0.751 1.246
C 1.4081 2.0904 -1.7619 0.162 0.009 0.089
C 1.7568 2.2928 -0.4422 -0.110 -0.020 -0.283
C 3.0500 2.7100 0.0026 0.000 0.014 0.073
C 2.9469 2.9401 1.3308 0.066 -0.018 -0.027
C 1.5915 2.6692 1.6969 -0.065 0.005 -0.015
N 0.8785 2.2101 0.6148 -0.553 -1.098 0.146
C 2.4124 2.3897 -2.8142 0.112 0.021 -0.135
C 2.9381 3.6754 -2.9394 -0.132 -0.040 -0.009
C 3.8611 3.9645 -3.9318 0.034 0.025 0.010
C 4.2804 2.9708 -4.8042 0.001 0.001 -0.001
C 3.7713 1.6861 -4.6804 0.038 -0.028 -0.030
C 2.8413 1.3973 -3.6948 -0.030 0.004 0.100
C -4.8313 -0.1894 -0.0429 -0.047 -0.005 0.046
C -4.9452 0.0958 1.2765 0.034 -0.027 -0.026
N -1.1923 2.0449 2.4624 0.232 -0.882 -0.548
H 4.0581 5.4301 6.6154 -0.010 -0.018 0.016
H 3.1061 3.2000 7.0922 -0.012 -0.025 -0.016
H 1.7189 2.0523 5.3834 -0.026 -0.046 0.049
H 2.2671 5.3610 2.7329 -0.002 0.008 0.009
H 3.6306 6.5102 4.4356 0.011 -0.010 -0.004
H -0.4293 3.8187 5.1796 0.024 0.018 -0.014
H -2.9441 2.9109 5.1643 -0.038 -0.014 -0.035
H -2.9841 0.0409 5.1780 0.026 0.006 0.047
H -4.5226 -0.4681 7.0481 -0.009 0.004 0.000
H -6.8890 0.2434 6.9255 -0.013 -0.008 -0.018
H -7.7021 1.4756 4.9441 0.012 0.019 0.005
H -6.1563 2.0239 3.1039 -0.018 -0.028 -0.029
H -2.5210 -1.7139 -3.5158 -0.056 0.065 -0.107
H -3.9378 -2.6145 -5.3212 0.009 -0.004 0.017
H -6.2102 -1.7152 -5.6762 -0.026 -0.008 0.025
H -7.0626 0.0815 -4.2095 0.026 0.045 -0.004
H -5.6281 1.0236 -2.4415 -0.013 -0.020 0.024
H -2.1462 0.8825 -4.3736 -0.061 -0.001 0.032
H 0.2955 1.9483 -4.3467 0.019 0.061 0.025
H 3.9190 2.8163 -0.6238 -0.015 0.016 -0.017
H 3.7121 3.2755 2.0100 -0.010 0.007 -0.011
H 2.5973 4.4530 -2.2671 0.019 0.019 -0.005
H 4.2528 4.9690 -4.0229 -0.007 -0.002 -0.010
H 5.0021 3.1963 -5.5779 0.000 0.000 0.004
H 4.1020 0.9061 -5.3539 0.003 0.000 0.009
H 2.4526 0.3915 -3.5892 -0.009 0.012 -0.034
H -5.5516 -0.6940 -0.6637 0.019 0.019 -0.030
H -5.7715 -0.1358 1.9247 0.002 0.028 0.049
C -2.5476 -2.8941 1.2887 0.224 0.479 -0.001
C -1.4909 -2.5493 0.2394 -0.336 -1.043 -0.165
C -2.0581 -2.8117 -1.1503 0.008 0.270 0.153
C -0.2209 -3.3716 0.4562 0.018 0.437 -0.044
O -1.1531 -1.1321 0.3100 0.153 0.172 0.025
H -2.8215 -3.9431 1.1861 0.016 -0.006 -0.085
H -3.4372 -2.2788 1.1508 -0.012 -0.033 0.002
H -2.1595 -2.7267 2.2866 0.027 -0.020 0.152
H -2.2172 -3.8825 -1.2658 0.021 -0.050 -0.014
H -1.3651 -2.4711 -1.9210 -0.020 -0.101 0.046
H -3.0144 -2.3033 -1.2797 0.096 -0.124 0.018
H -0.4856 -4.4208 0.5771 -0.088 0.003 -0.014
H 0.2831 -3.0393 1.3574 0.123 -0.041 0.168
H 0.4544 -3.2835 -0.3963 -0.019 -0.041 0.079
N 3.9051 -3.8566 -3.6959 -0.185 0.116 0.056
C 4.9689 -4.6997 -3.9049 0.300 -0.115 0.292
C 5.4249 -5.3853 -5.0263 -0.056 0.008 -0.082
C 6.5559 -6.1560 -4.8602 -0.042 -0.009 -0.055
C 7.2174 -6.2426 -3.6236 0.042 -0.018 0.066
C 6.7684 -5.5591 -2.5156 -0.010 0.020 0.029
C 5.6235 -4.7717 -2.6588 -0.099 -0.076 -0.456
N 4.9688 -3.9851 -1.7429 -0.153 0.207 0.283
C 3.9592 -3.4578 -2.3807 0.374 -0.292 -0.195
C 3.0223 -2.5224 -1.7764 -0.357 0.317 0.134
C 1.8498 -2.0986 -2.4067 0.238 -0.071 0.038
C 1.0372 -1.1836 -1.7695 -0.170 0.150 -0.042
N 1.3104 -0.6621 -0.5742 -0.029 -0.068 0.247
C 2.4225 -1.0782 0.0380 -0.100 0.241 0.103
C 3.2900 -1.9972 -0.5130 0.136 -0.170 -0.165
H 3.2463 -3.5619 -4.3928 -0.029 0.027 0.001
H 4.9190 -5.3183 -5.9810 0.021 -0.028 0.002
H 6.9443 -6.7134 -5.7023 0.000 0.016 -0.002
H 8.0996 -6.8639 -3.5479 0.000 0.011 0.008
H 7.2762 -5.6178 -1.5626 -0.002 -0.011 -0.005
H 1.5550 -2.4789 -3.3762 -0.034 0.017 -0.004
H 0.1187 -0.8526 -2.2412 0.049 -0.058 0.019
H 2.6153 -0.6466 1.0122 0.030 -0.059 -0.013
H 4.1763 -2.3181 0.0156 0.002 0.048 0.019
O 0.7438 0.0513 2.0301 0.916 0.310 0.139
S 0.1518 -0.6085 3.3571 -0.289 -0.952 1.390
O 0.4252 0.2715 4.4458 0.052 0.091 -0.042
O -1.2842 -0.5588 2.9182 0.017 0.255 -1.225
O 0.6748 -1.9321 3.4439 0.016 0.005 -0.247
```
Positions in Å, forces in eV/Å.

## Properties
Charge: +1
Energy relative to the best compared isomer or geometry (same formula, charge and spin) (kcal/mol): 9.64

---

Number 1: DFT total energy -5392.99215 Eh. Number 2: DFT total energy -3538.74035 Eh.